The following is a DFT calculation (ωB97M-V/def2-TZVPD) of a molecular structure, C28H37N3OTc.

Geometry as XYZ:
```
70
Properties=species:S:1:pos:R:3:forces:R:3
Tc -0.196905 0.504841 -0.078471 -0.097 0.166 0.160
C 0.635548 3.349668 0.699642 0.037 0.003 0.028
N 0.832057 1.935589 1.117810 -0.100 0.070 -0.029
C 2.283929 1.614127 1.041357 -0.026 -0.012 -0.025
C 0.320347 1.765363 2.487533 0.049 0.029 0.003
C 0.958210 2.295657 3.591157 0.004 0.026 0.034
C 0.379012 2.150768 4.844220 0.014 0.003 -0.007
C -0.831761 1.490201 4.968971 -0.003 0.002 -0.012
C -1.471064 0.955611 3.858399 -0.023 0.009 0.037
C -0.889835 1.083933 2.603964 -0.047 -0.066 -0.084
N -1.381093 0.593674 1.360899 -0.093 0.015 0.083
C -2.749188 0.349409 1.047883 0.078 0.020 0.061
C -3.718763 -0.241210 1.849134 0.025 0.011 -0.009
C -5.004067 -0.407689 1.352410 -0.022 0.010 -0.050
C -5.329617 -0.003379 0.066148 -0.007 -0.018 0.042
C -4.354766 0.546914 -0.754141 0.023 -0.004 0.000
C -3.073691 0.701302 -0.260924 -0.024 -0.015 -0.040
N -1.961665 1.243401 -1.058666 0.096 -0.095 -0.064
C -1.881519 0.581659 -2.388133 -0.039 0.042 0.020
C -2.145143 2.704886 -1.247528 0.018 -0.007 0.022
H 1.234003 4.012033 1.327135 0.005 0.007 0.000
H -0.412540 3.610982 0.810933 0.007 -0.009 0.002
H 0.943052 3.461469 -0.339422 -0.001 -0.008 -0.004
H 2.862535 2.316476 1.639960 0.003 -0.005 0.009
H 2.606289 1.686444 0.005553 0.001 0.008 -0.005
H 2.455689 0.605033 1.410222 0.011 0.008 0.004
H 1.889323 2.837453 3.492654 0.008 0.002 -0.004
H 0.868880 2.563899 5.714344 0.003 0.001 0.006
H -1.290212 1.385049 5.942304 -0.008 -0.003 0.009
H -2.413411 0.454371 3.993619 -0.007 -0.001 0.001
H -3.485728 -0.605592 2.836042 0.003 0.001 0.005
H -5.756691 -0.866002 1.978755 -0.008 -0.004 0.004
H -6.336863 -0.127366 -0.305508 -0.003 -0.002 0.002
H -4.609103 0.850297 -1.761214 0.001 0.002 -0.005
H -2.802862 0.716685 -2.954097 0.000 0.015 -0.013
H -1.715106 -0.489681 -2.257642 -0.005 0.000 0.011
H -1.059629 1.022206 -2.951059 -0.002 -0.001 0.012
H -3.031751 2.894064 -1.854677 -0.011 -0.002 0.002
H -1.270844 3.119156 -1.746353 0.006 -0.008 0.000
H -2.279185 3.173047 -0.275772 0.003 -0.010 -0.005
C -0.838174 -2.816445 0.173446 0.016 0.041 -0.010
C 0.608878 -2.953612 0.673453 -0.036 0.008 -0.030
C 0.949219 -2.025497 1.847104 0.016 0.031 0.017
C 1.604161 -2.849792 -0.450287 -0.057 0.097 0.027
C 2.379775 -4.038376 -0.739446 0.103 -0.053 -0.074
C 3.292777 -4.098122 -1.759651 -0.032 -0.017 0.045
C 3.444597 -2.963396 -2.534286 -0.007 -0.036 0.006
C 2.702274 -1.748649 -2.299410 -0.099 0.080 0.022
C 2.903608 -0.627960 -3.280510 -0.028 0.011 0.039
C 1.661339 -0.502124 -4.182398 -0.028 -0.039 0.044
C 3.269457 0.720725 -2.650778 -0.004 0.021 0.020
C 1.798086 -1.693476 -1.226120 -0.065 0.149 -0.042
O 1.143768 -0.555665 -0.994547 0.265 -0.340 -0.217
H -1.526310 -3.002814 0.997819 0.006 0.013 0.007
H -1.053161 -3.533613 -0.618209 -0.001 -0.014 0.004
H -1.066645 -1.816947 -0.211698 0.005 -0.042 -0.011
H 0.691190 -3.968839 1.065340 0.009 -0.020 -0.012
H 0.901343 -0.963636 1.592502 -0.002 -0.044 -0.011
H 1.950353 -2.225598 2.228941 -0.001 -0.018 0.009
H 0.237675 -2.189476 2.656252 -0.009 0.000 0.001
H 2.214478 -4.904940 -0.111302 -0.009 0.008 0.025
H 3.865142 -4.992662 -1.952939 0.009 -0.010 -0.013
H 4.145040 -2.962732 -3.360765 0.005 0.004 -0.004
H 3.738505 -0.921359 -3.918922 0.017 -0.013 -0.007
H 0.783274 -0.253609 -3.585067 0.024 0.004 -0.016
H 1.461158 -1.426127 -4.724319 -0.005 -0.002 -0.006
H 1.824599 0.289653 -4.912929 0.011 0.001 0.005
H 2.400945 1.193241 -2.195382 0.020 -0.010 -0.014
H 3.643074 1.379754 -3.433473 0.008 0.003 -0.006
H 4.053704 0.617345 -1.899856 0.001 0.007 0.005
```
Forces are in eV/Å.

As for the LUMO energy (spin up / spin down): -6.09 / -9.55 eV. The charge is +2. Its energy above the lowest of the compared OMol25 structures with the same formula, charge and spin is 0.000 eV. The multiplicity is 2.

These are the natural (NBO) partial charges, in e, on atoms 1 to 4: atom 1 (Tc): 1.0901, atom 2 (C): -0.4011, atom 3 (N): -0.4014, atom 4 (C): -0.4242

The following is a DFT calculation (ωB97M-V/def2-TZVPD) of a molecular structure, C27H31AuF5N3O3S3Si2.

Geometry as XYZ:
```
75
Properties=species:S:1:pos:R:3:forces:R:3
Au -0.134726 0.063380 0.044001 0.048 0.104 0.027
F -4.501011 -4.193104 4.032434 -0.003 -0.011 0.010
C -4.042596 -3.208062 3.261509 0.002 0.014 -0.014
C -3.693682 -3.457134 1.947869 -0.004 -0.001 -0.002
F -3.803826 -4.691435 1.448359 0.000 0.004 0.007
C -3.216718 -2.425223 1.167471 0.001 -0.010 -0.074
F -2.856966 -2.729065 -0.095334 -0.020 0.009 -0.005
C -3.063265 -1.129960 1.639300 0.084 0.022 0.087
S -2.503307 0.196407 0.629825 -0.069 -0.003 -0.128
C -3.428196 -0.913707 2.964083 0.036 -0.029 0.015
F -3.307853 0.297558 3.508393 0.006 0.026 -0.003
C -3.910280 -1.928927 3.769368 -0.005 -0.019 -0.005
F -4.245644 -1.684927 5.038181 0.000 0.002 0.007
O 1.537718 1.276372 2.550483 -0.008 0.024 -0.032
C 1.338673 0.087167 2.676414 -0.006 0.022 -0.014
N 0.562191 -0.676008 1.838885 -0.054 -0.057 0.017
S 0.533845 -2.279515 2.240577 0.047 -0.013 -0.009
O 1.115527 -3.054858 1.181104 -0.016 0.000 0.029
O -0.752835 -2.686235 2.724597 -0.027 0.007 -0.003
C 1.630733 -2.093446 3.605083 -0.001 0.007 -0.003
C 2.097555 -3.065142 4.466978 -0.001 -0.006 0.003
C 2.929900 -2.644534 5.496460 -0.001 -0.002 -0.001
C 3.264056 -1.300007 5.647051 -0.001 0.001 -0.001
C 2.776852 -0.339989 4.770695 0.001 0.001 0.003
C 1.951161 -0.760992 3.744446 0.007 0.005 -0.001
H 1.827948 -4.105347 4.345459 0.000 0.000 0.000
H 3.323271 -3.372393 6.193644 0.000 0.000 0.000
H 3.912611 -1.003476 6.460732 0.000 -0.001 0.000
H 3.024062 0.708282 4.870767 -0.001 0.000 -0.001
C 3.875775 2.427825 0.269087 -0.010 0.006 0.007
Si 2.270118 2.185816 -0.662216 -0.018 -0.015 -0.021
C 0.944487 3.297186 0.060954 0.009 0.004 -0.016
C 2.507983 2.784139 -2.431895 0.020 0.001 0.003
C 1.857193 0.329101 -0.579941 0.020 -0.008 0.028
Si 2.467292 -0.770953 -1.981183 -0.035 -0.054 0.009
C 2.130507 -2.582575 -1.641695 0.007 -0.007 -0.009
C 4.334268 -0.559622 -2.037736 0.006 0.008 0.001
C 1.799938 -0.415937 -3.701462 0.033 0.033 -0.011
H 4.174238 3.478903 0.254845 0.005 -0.001 -0.003
H 4.686333 1.841936 -0.169929 -0.006 -0.006 0.005
H 3.751757 2.124581 1.310371 -0.003 0.001 0.004
H 1.328716 4.321819 0.074115 -0.003 -0.005 0.003
H 0.694447 3.014243 1.081931 -0.007 -0.017 0.032
H 0.028680 3.307001 -0.535254 0.006 -0.002 0.003
H 2.754921 3.849092 -2.400074 0.007 -0.001 -0.002
H 1.597139 2.678048 -3.024810 -0.010 0.008 0.007
H 3.316799 2.273818 -2.957790 -0.009 0.001 -0.001
H 2.416988 -0.044060 0.286334 0.015 0.020 -0.017
H 2.621871 -2.907308 -0.724827 0.008 -0.010 -0.012
H 2.514012 -3.184122 -2.470648 -0.007 0.011 -0.010
H 1.073859 -2.831657 -1.508953 0.011 0.028 -0.014
H 4.780207 -0.748602 -1.058552 -0.001 -0.005 0.002
H 4.629048 0.443549 -2.351309 0.006 -0.002 0.005
H 4.769772 -1.270561 -2.744384 0.001 0.001 -0.002
H 0.762165 -0.724577 -3.828891 -0.031 -0.020 0.014
H 2.400978 -0.995684 -4.408717 -0.001 -0.001 0.002
H 1.874000 0.633578 -3.982854 -0.009 -0.009 -0.009
N -1.688962 -1.444688 -2.424764 -0.025 -0.023 -0.020
C -1.978603 -0.147586 -2.459695 0.066 0.021 0.080
S -0.813639 1.035450 -1.969906 -0.059 -0.071 0.062
N -3.152879 0.229747 -2.947599 -0.009 0.015 -0.066
C -3.637592 1.580074 -2.969806 -0.011 0.015 0.015
C -3.076644 2.497940 -3.842416 -0.021 -0.013 -0.031
C -3.553789 3.799359 -3.852271 0.000 0.006 0.000
C -4.591435 4.165691 -3.006799 0.000 -0.006 0.001
C -5.150205 3.233980 -2.143203 0.004 -0.002 0.007
C -4.670268 1.933431 -2.116925 0.031 0.018 0.023
H -0.816047 -1.724541 -2.005611 -0.003 -0.005 0.023
H -2.425133 -2.134241 -2.423094 -0.002 0.002 0.029
H -3.808366 -0.494795 -3.203752 0.019 -0.002 -0.039
H -2.274434 2.194110 -4.502772 0.001 -0.004 0.005
H -3.116230 4.525358 -4.524154 -0.001 0.001 0.001
H -4.962644 5.181791 -3.017618 -0.001 -0.001 0.000
H -5.949966 3.522344 -1.474645 0.000 0.001 0.000
H -5.061849 1.205920 -1.418314 -0.007 -0.008 0.003
```
Forces are in eV/Å.

As for the LUMO energy: -0.78 eV. Its energy above the lowest of the compared OMol25 structures with the same formula, charge and spin is 0.000 eV. The multiplicity is 1.

These are the Löwdin partial charges, in e, on atoms 1 to 4: atom 1 (Au): 0.7787, atom 2 (F): 0.1291, atom 3 (C): -0.1393, atom 4 (C): -0.1556

The following is a DFT calculation (ωB97M-V/def2-TZVPD) of 2 unconnected molecules or ions with the total composition C2H3FO2.

Geometry as XYZ:
```
8
Properties=species:S:1:pos:R:3:forces:R:3
F 1.594358 -1.006439 -1.243986 0.391 -0.184 0.117
C 1.338152 0.053733 -0.554796 -1.404 2.825 1.315
C 0.357912 0.858604 -0.186239 -0.327 -0.439 -0.015
O 2.112920 1.011922 -0.108213 0.304 -1.085 -0.666
H -0.375295 1.285554 0.539646 1.648 -0.691 -0.766
O -1.485384 -0.600322 0.844636 -2.129 1.709 -1.640
H -1.440276 -1.502020 0.533182 -0.131 -0.390 -0.227
H -2.102388 -0.101033 0.175766 1.648 -1.743 1.881
```
Forces are in eV/Å.

As for the LUMO energy: 0.38 eV. Its energy above the lowest of the compared OMol25 structures with the same formula, charge and spin is 4.821 eV. The multiplicity is 1.

These are the natural (NBO) partial charges, in e, on atoms 1 to 4: atom 1 (F): -0.2668, atom 2 (C): 0.6623, atom 3 (C): -0.1583, atom 4 (O): -0.5176

Computed values of E_tot (unit: eV) for the preceding records, in sequence: -38336.4466; -104657.7377; -8930.1742.